The following is a quantum chemistry calculation of a cluster of 10 separate species, C37H57NO17 in total in a non-equilibrium geometry, from OMol25.

HOMO energy: -8.72 eV
E: -75592.7304 eV
net charge: 0
SMILES: c1cc[nH]c1.O=C1CCCO1.O=C1CCCO1.O=C1CCCO1.O=C1CCCO1.O=C1CCCO1.O=C1CCCO1.O=C1CCCO1.O=C1CCCO1.CO
frontier orbital gap: 8.63 eV
energy relative to the best compared isomer or geometry (same formula, charge and spin): 0.0 kcal per mole
LUMO energy: -0.09 eV

The geometry in XYZ format:
```
112
Properties=species:S:1:pos:R:3:mulliken_charge:R:1
C -0.4271 1.2938 0.3945 -0.792
C -0.1367 1.0252 -0.9689 0.830
C -0.0622 -0.3434 -1.0944 -1.525
N -0.2929 -0.8915 0.1230 1.127
C -0.5052 0.0858 1.0468 -0.334
H -0.6081 2.2324 0.8969 0.691
H 0.0400 1.7441 -1.7504 -0.119
H 0.1369 -0.9393 -1.9643 -0.140
H -0.2758 -1.8898 0.2887 0.212
H -0.6748 -0.1530 2.0783 0.104
O 0.1839 -3.6810 -0.5127 -0.671
C 1.3411 -3.9634 -0.6772 -0.063
C 1.8979 -5.2494 -1.2591 -0.295
C 3.4109 -5.0321 -1.2888 -0.650
C 3.6358 -3.6513 -0.6484 -0.580
O 2.3232 -3.0750 -0.4479 0.120
H 1.5475 -6.0991 -0.6826 0.464
H 1.4720 -5.2755 -2.2647 0.153
H 3.9469 -5.8272 -0.7739 0.341
H 3.7928 -5.0269 -2.3091 0.161
H 4.1115 -3.7019 0.3283 0.400
H 4.1618 -2.9668 -1.3078 0.363
O -3.8191 4.6219 -4.1573 -0.561
C -2.6285 4.5946 -4.1465 0.562
C -1.6903 3.4145 -4.3829 -0.536
C -0.3771 3.8975 -3.8061 0.516
C -0.4853 5.4193 -3.8833 -0.694
O -1.9013 5.6921 -3.8160 -0.388
H -2.0890 2.5411 -3.8725 0.208
H -1.6744 3.1868 -5.4493 0.387
H -0.2361 3.5928 -2.7687 -0.329
H 0.5014 3.5570 -4.3587 0.258
H 0.0182 5.9647 -3.0921 0.347
H -0.1384 5.7955 -4.8491 0.324
O -5.3985 2.7881 3.6327 -0.576
C -4.2926 2.4430 3.9219 0.407
C -3.2246 1.9039 3.0031 0.979
C -1.9323 1.9314 3.8225 0.824
C -2.4395 2.0912 5.2624 -0.541
O -3.8098 2.5225 5.1847 -0.405
H -3.4967 0.8908 2.6917 0.116
H -3.1680 2.4523 2.0648 -0.839
H -1.4083 0.9832 3.7447 -0.976
H -1.3105 2.7728 3.5304 0.383
H -2.3906 1.2043 5.8953 0.312
H -1.9061 2.8745 5.8058 0.300
O -5.9091 2.4047 -2.1169 -0.608
C -5.1639 2.9738 -1.3815 0.308
C -3.6982 2.6780 -1.1286 0.827
C -3.2259 3.9368 -0.4042 -0.285
C -4.4933 4.4722 0.2488 -0.304
O -5.5703 3.9835 -0.5754 -0.406
H -3.6341 1.7361 -0.5828 0.195
H -3.1267 2.6020 -2.0473 -0.521
H -2.3766 3.8110 0.2693 0.168
H -2.8854 4.6753 -1.1356 0.265
H -4.6828 4.0911 1.2561 0.054
H -4.5480 5.5576 0.2743 0.334
O 0.0414 -1.8625 3.6805 -0.595
C 0.7449 -1.1281 4.3161 0.470
C 1.3779 -1.3830 5.6764 -0.764
C 2.5028 -0.3474 5.7441 -0.576
C 1.9440 0.7519 4.8426 -0.401
O 1.1352 0.0785 3.8601 -0.104
H 0.5877 -1.1899 6.4083 0.280
H 1.6762 -2.4235 5.7510 0.386
H 2.5998 0.0797 6.7412 0.359
H 3.4359 -0.7836 5.4015 0.287
H 1.3131 1.4523 5.3940 0.245
H 2.7101 1.3259 4.3236 0.322
O -3.2347 -4.9369 -0.5632 -0.610
C -2.9007 -4.4543 0.4773 0.445
C -3.0802 -3.0183 0.9438 0.426
C -2.8687 -3.1252 2.4593 -0.190
C -1.9477 -4.3320 2.5661 -0.253
O -2.3199 -5.1825 1.4584 -0.409
H -2.3033 -2.4183 0.4768 -0.569
H -4.0596 -2.6477 0.6591 0.464
H -2.4199 -2.2262 2.8800 -0.072
H -3.8150 -3.3074 2.9681 0.397
H -0.8872 -4.0936 2.4687 0.090
H -2.0748 -4.8949 3.4889 0.368
O 5.8869 0.9714 2.6679 -0.605
C 4.9263 0.9922 1.9574 0.382
C 4.6847 0.2053 0.6790 -0.377
C 3.1731 0.2581 0.5169 0.340
C 2.8033 1.5620 1.2278 0.447
O 3.8459 1.7603 2.2173 -0.412
H 5.1920 0.7462 -0.1244 0.243
H 5.0828 -0.8039 0.7193 0.304
H 2.8380 0.2961 -0.5241 0.002
H 2.6348 -0.6051 0.9121 -0.104
H 2.7323 2.4094 0.5483 0.191
H 1.8880 1.4407 1.8004 -0.305
O 3.7030 -4.5140 -4.6634 -0.605
C 2.6716 -3.9093 -4.6151 0.310
C 2.4402 -2.5172 -4.0410 0.203
C 0.9227 -2.4669 -3.9497 0.401
C 0.5123 -3.3690 -5.0959 -0.712
O 1.5118 -4.4164 -5.0868 -0.377
H 2.9618 -2.3281 -3.1102 -0.351
H 2.7964 -1.8161 -4.8016 0.402
H 0.5491 -2.8612 -3.0007 -0.509
H 0.4649 -1.4799 -4.0481 0.513
H -0.4930 -3.7708 -5.0278 0.389
H 0.6199 -2.8604 -6.0591 0.311
C 2.5051 1.5100 -3.6680 -0.618
O 3.6423 0.7381 -3.2838 -0.507
H 2.4675 1.6090 -4.7585 0.422
H 1.6417 0.8732 -3.4559 0.034
H 2.4303 2.4393 -3.1094 0.430
H 4.3992 1.3013 -3.1054 0.263
```

=====

The following is a quantum chemistry calculation of a structure of composition C27H30FN6O4PtS2Se in a non-equilibrium geometry, from OMol25.

spin multiplicity: 5
HOMO energy (alpha / beta): -9.40 / -9.82 eV
E: -138591.2128 eV
net charge: +1
frontier orbital gap (alpha / beta): 7.32 / 4.42 eV
energy relative to the best compared isomer or geometry (same formula, charge and spin): 14.9 kcal per mole
LUMO energy (alpha / beta): -2.08 / -5.39 eV

The geometry in XYZ format:
```
72
Properties=species:S:1:pos:R:3:mulliken_charge:R:1
Pt -0.2427 0.0853 0.2306 3.160
C -3.2260 -0.7734 -0.4341 -1.278
N -2.5710 -0.1350 0.7318 0.457
C -3.0362 1.2557 0.8983 -0.876
C -2.0469 2.0948 1.6754 -1.059
N -0.7829 2.2642 0.9277 -0.027
C 0.3458 2.6684 1.8123 -1.205
C -0.9065 3.1828 -0.1853 -0.795
C -1.1194 4.5274 0.0502 -0.387
C -1.1822 5.4378 -1.0026 -0.930
C -1.0432 5.0064 -2.3209 -0.698
C -0.8520 3.6672 -2.5767 -0.561
C -0.7752 2.7374 -1.5162 1.173
S -0.5647 1.0881 -1.9234 -0.417
C -2.7701 -0.9259 1.9465 -0.734
C -4.0643 -1.3277 2.2832 -0.523
C -4.3046 -2.1006 3.4016 -0.917
C -3.2313 -2.4827 4.2007 -0.650
C -1.9486 -2.0732 3.8812 -0.832
C -1.6904 -1.2845 2.7498 1.150
S -0.0274 -0.7952 2.4500 -0.546
H -4.3164 -0.6739 -0.3989 0.408
H -2.9706 -1.8315 -0.4448 0.325
H -2.8699 -0.3141 -1.3513 0.386
H -3.9978 1.2710 1.4157 0.465
H -3.1843 1.6878 -0.0950 0.632
H -1.8118 1.6186 2.6262 0.695
H -2.5045 3.0650 1.8853 0.419
H 0.1320 3.6054 2.3388 0.422
H 1.2411 2.7902 1.2046 0.331
H 0.5156 1.8779 2.5375 0.403
H -1.2260 4.8836 1.0673 0.387
H -1.3295 6.4897 -0.7903 0.434
H -1.0833 5.7153 -3.1388 0.435
H -0.7469 3.3084 -3.5937 0.480
H -4.9033 -1.0342 1.6568 0.312
H -5.3159 -2.4021 3.6490 0.413
H -3.3963 -3.1057 5.0752 0.409
H -1.1096 -2.3578 4.5073 0.468
C 0.0316 -4.6530 0.7976 -0.874
N 0.0307 -4.8129 -0.6704 0.202
C -0.1965 -5.9808 -1.3680 -0.410
C -0.1089 -5.6783 -2.6821 -0.397
N 0.1860 -4.3312 -2.7691 0.244
C 0.3720 -3.5689 -4.0109 -0.852
C 0.2597 -3.8157 -1.5289 -0.199
Se 0.7472 -2.0605 -1.0754 0.078
H 0.1549 -5.6302 1.2529 0.307
H -0.9064 -4.2141 1.1293 0.345
H 0.8503 -4.0040 1.0985 0.324
H -0.3946 -6.9184 -0.8735 0.476
H -0.2188 -6.3026 -3.5545 0.432
H 0.4350 -4.2665 -4.8403 0.305
H 1.2894 -2.9900 -3.9497 0.361
H -0.4627 -2.8917 -4.1698 0.314
F 3.8027 4.7283 -0.0402 -0.360
C 4.2358 3.5442 -0.4827 0.446
C 4.1705 2.4659 0.2872 -0.082
N 4.6229 1.2234 -0.1263 0.079
C 4.3471 0.0429 0.6825 -1.277
C 2.9250 -0.4615 0.4267 0.941
O 2.7626 -1.7164 0.4592 -0.607
O 2.0794 0.4585 0.1671 -0.915
C 5.0753 1.0223 -1.4209 0.435
O 5.3682 -0.0739 -1.8594 -0.635
N 5.1552 2.1781 -2.1736 -0.064
C 4.7453 3.4772 -1.8409 0.320
O 4.8137 4.3871 -2.6315 -0.600
H 3.7657 2.5240 1.2873 0.357
H 4.4455 0.2990 1.7352 0.351
H 5.0349 -0.7457 0.4250 0.398
H 5.4987 2.0546 -3.1114 0.226
```

=====

Q: Which of these has the lowest net charge?
A: C37H57NO17